Entry 1:
{
  "formula": "C12H43BN6O5P2SSi2",
  "method": "ωB97M-V with the def2-TZVPD basis set",
  "elements": ["O", "B", "O", "Si", "S", "O", "Si", "H", "H", "H", "H", "H", "H", "H", "O", "P", "N", "C", "C", "N", "C", "C", "N", "C", "C", "H", "H", "H", "H", "H", "H", "H", "H", "H", "H", "H", "H", "H", "H", "H", "H", "H", "H", "O", "P", "N", "C", "C", "N", "C", "C", "N", "C", "C", "H", "H", "H", "H", "H", "H", "H", "H", "H", "H", "H", "H", "H", "H", "H", "H", "H", "H"],
  "xyz": [[-2.5078, -1.2655, 2.2274], [-3.2341, -1.9137, 1.2680], [-2.9279, -3.2076, 0.9543], [-4.6807, -0.8085, 0.3772], [-5.0423, -1.6235, -1.5798], [-6.0282, -0.5980, 1.3304], [-7.2263, -1.7580, 1.3590], [-3.0950, -0.6186, 2.6392], [-2.6903, -3.3218, 0.0286], [-4.0827, 0.5366, 0.2207], [-6.3465, -1.5972, -1.8692], [-7.5657, -1.9844, 2.7770], [-8.4375, -1.1909, 0.7301], [-6.8402, -3.0008, 0.6710], [0.2372, 1.9371, 3.0862], [1.1696, 0.7788, 3.2331], [1.7553, 1.0845, 4.8271], [3.0484, 0.6721, 5.3242], [0.7319, 0.8474, 5.8392], [2.3147, 1.2533, 1.9872], [3.6841, 1.6650, 2.2917], [1.7977, 2.2858, 1.0739], [1.7309, -0.9208, 3.2559], [2.9918, -1.3597, 2.6862], [0.7045, -1.8352, 2.7234], [3.1187, -0.4123, 5.5028], [3.2400, 1.1735, 6.2754], [3.8563, 0.9712, 4.6626], [0.4815, -0.2225, 5.9288], [-0.1801, 1.3933, 5.5947], [1.0676, 1.1986, 6.8153], [3.7194, 2.4676, 3.0401], [4.1584, 2.0403, 1.3838], [4.3256, 0.8481, 2.6167], [1.8392, 3.2835, 1.5290], [0.7787, 2.0933, 0.7604], [2.4049, 2.3241, 0.1656], [3.0942, -1.1364, 1.6184], [3.0526, -2.4427, 2.8102], [3.8449, -0.9682, 3.2347], [0.5476, -1.6740, 1.6480], [-0.2523, -1.6786, 3.2260], [0.9853, -2.8760, 2.8836], [0.0469, 1.1741, -1.5360], [0.5403, 0.5999, -2.8249], [0.2082, 1.9684, -3.8233], [-0.0667, 1.9103, -5.2419], [1.1039, 3.0827, -3.5333], [-0.6682, -0.6599, -3.0188], [-1.6894, -0.6276, -4.0652], [-1.3878, -0.9457, -1.7770], [1.6991, -0.0853, -3.9553], [1.3713, -1.1056, -4.9328], [2.8897, -0.5457, -3.1941], [0.8248, 1.6815, -5.8477], [-0.4445, 2.8805, -5.5708], [-0.8457, 1.1921, -5.4803], [2.1411, 2.8675, -3.8399], [1.1017, 3.3068, -2.4658], [0.7777, 3.9833, -4.0536], [-2.2487, 0.3159, -4.0689], [-2.4048, -1.4339, -3.8976], [-1.2942, -0.8135, -5.0629], [-2.1491, -0.1814, -1.5721], [-0.7199, -1.0022, -0.9210], [-1.9029, -1.9105, -1.8429], [0.9535, -2.0180, -4.4942], [2.2919, -1.3748, -5.4546], [0.7110, -0.7248, -5.7081], [2.6522, -1.3978, -2.5442], [3.2708, 0.2632, -2.5633], [3.6945, -0.8385, -3.8676]],
  "atomic_forces_ev_per_a": [[-0.716, -0.488, 0.499], [-0.060, -0.055, -0.238], [0.858, 0.175, -0.031], [0.022, 0.815, 0.084], [0.384, -0.388, -0.470], [0.103, -0.845, -0.603], [-0.575, 0.616, 0.569], [0.525, 0.460, 0.031], [-0.460, -0.305, -0.101], [-0.195, 0.081, -0.072], [-0.161, 0.286, 0.401], [0.096, -0.180, -0.010], [0.058, -0.070, -0.160], [0.131, -0.037, 0.044], [-2.666, -2.523, -0.082], [6.355, 2.541, 0.419], [-0.187, 0.564, 0.147], [0.190, -0.482, -0.116], [-0.420, 0.038, -0.194], [0.128, 0.346, -0.196], [0.260, -0.302, 0.224], [-0.363, 0.213, 0.022], [-2.920, -0.965, -0.366], [0.535, 0.431, -0.180], [-0.545, 0.212, 0.183], [-0.001, 0.012, -0.021], [-0.141, 0.031, 0.018], [-0.072, -0.075, -0.056], [0.065, 0.016, 0.113], [0.032, -0.018, -0.075], [0.129, 0.015, -0.038], [0.033, 0.019, -0.039], [-0.147, 0.048, -0.062], [-0.116, -0.009, 0.156], [-0.086, 0.000, 0.022], [0.005, -0.067, 0.053], [0.129, -0.247, 0.086], [0.031, 0.084, 0.044], [-0.236, 0.000, 0.063], [-0.033, 0.198, -0.078], [-0.033, -0.174, -0.020], [0.013, 0.045, -0.083], [0.100, 0.031, 0.040], [3.429, -0.632, 1.204], [-5.616, 0.390, -4.172], [-0.434, 0.295, 0.120], [0.306, -0.311, -0.292], [0.169, -0.063, 0.436], [-0.110, -0.148, 0.160], [0.131, -0.024, -0.480], [0.017, 0.079, 0.492], [2.432, 0.048, 2.510], [-0.532, -0.261, -0.171], [-0.014, 0.251, 0.143], [-0.009, -0.003, 0.001], [0.061, 0.067, 0.103], [0.101, -0.046, 0.036], [-0.029, 0.088, -0.093], [-0.014, -0.077, -0.006], [-0.086, -0.065, -0.083], [-0.034, -0.036, 0.009], [0.028, 0.008, 0.171], [0.139, 0.157, 0.030], [0.035, -0.004, 0.136], [0.032, 0.113, -0.014], [0.107, -0.017, -0.337], [-0.085, 0.063, -0.007], [0.123, 0.117, 0.168], [-0.195, 0.027, 0.158], [0.113, -0.072, -0.056], [-0.052, -0.026, 0.001], [-0.061, 0.034, -0.094]],
  "fmax_ev_per_a": 7.01,
  "gap_ev": 8.5,
  "homo_energy_ev": -8.25,
  "energy_ha": -2872.53148
}

Entry 2:
{
  "formula": "C12H43FO9P",
  "method": "ωB97M-V with the def2-TZVPD basis set",
  "elements": ["C", "C", "O", "C", "C", "O", "C", "P", "F", "H", "H", "H", "H", "H", "H", "H", "H", "H", "H", "H", "H", "H", "H", "H", "C", "O", "H", "H", "H", "H", "C", "O", "H", "H", "H", "H", "C", "O", "H", "H", "H", "H", "C", "O", "H", "H", "H", "H", "C", "O", "H", "H", "H", "H", "C", "O", "H", "H", "H", "H", "C", "O", "H", "H", "H", "H"],
  "xyz": [[-4.4710, 2.4693, 0.1411], [-3.6128, 1.1876, 0.7865], [-2.5488, 1.7912, 1.6036], [-1.5910, 0.7931, 2.1049], [-0.6991, 0.0681, 0.8912], [-0.2167, 1.1178, -0.0555], [0.8409, 0.5113, -0.9168], [0.1130, -0.3875, -2.4574], [-1.1144, 0.8661, -2.5483], [-5.6301, 2.3896, 0.3612], [-4.0375, 3.4741, 0.5893], [-4.2966, 2.5531, -1.0347], [-4.4108, 0.5716, 1.4109], [-3.2433, 0.5683, -0.1354], [-2.0512, 0.0074, 2.8570], [-0.7830, 1.4007, 2.7397], [0.1812, -0.4965, 1.4159], [-1.4751, -0.6592, 0.3514], [1.5787, 1.3520, -1.2722], [1.5088, -0.2649, -0.3037], [-0.7428, -1.2121, -1.6401], [-0.4590, -1.0029, -3.6600], [1.0123, 0.4424, -3.2687], [1.1895, -1.3657, -2.4196], [2.4698, -2.6335, 1.8860], [2.1322, -1.5203, 1.0791], [2.3348, -3.5482, 1.3039], [3.5137, -2.5543, 2.1994], [1.8165, -2.6617, 2.7615], [2.2617, -0.7241, 1.6220], [1.2758, 4.1835, -3.0083], [1.7650, 4.1904, -1.6798], [1.8911, 4.8503, -3.6170], [1.3312, 3.1697, -3.4127], [0.2413, 4.5353, -3.0186], [1.1998, 3.5905, -1.1640], [-4.9204, 0.1998, -3.2676], [-4.0293, 0.8795, -2.4026], [-5.9315, 0.2650, -2.8586], [-4.8984, 0.6671, -4.2552], [-4.6271, -0.8501, -3.3428], [-3.1411, 0.8047, -2.7911], [0.7292, -6.0049, 3.0617], [1.7517, -5.3400, 3.7805], [0.9383, -5.9266, 1.9922], [0.7060, -7.0587, 3.3500], [-0.2337, -5.5356, 3.2777], [1.5391, -5.4262, 4.7254], [5.1617, -3.8116, 4.8368], [4.8242, -2.6984, 4.0299], [5.0268, -4.7263, 4.2547], [6.2056, -3.7324, 5.1502], [4.5084, -3.8398, 5.7123], [4.9536, -1.9022, 4.5728], [-2.5391, -3.5979, 0.4815], [-2.6520, -2.3707, -0.2153], [-2.4833, -3.3940, 1.5534], [-3.4160, -4.2168, 0.2757], [-1.6312, -4.1163, 0.1637], [-2.6995, -2.5834, -1.1629], [3.2558, 7.9741, -3.9273], [3.7449, 7.9810, -2.5989], [3.8711, 8.6409, -4.5360], [3.3112, 6.9603, -4.3317], [2.2213, 8.3259, -3.9376], [3.1798, 7.3811, -2.0830]],
  "atomic_forces_ev_per_a": [[0.632, 0.460, -0.339], [-1.602, 1.132, -1.199], [-0.244, -2.609, -0.078], [2.113, 0.633, -0.109], [-2.002, 0.470, 0.485], [0.843, -2.392, 1.496], [1.119, -0.071, 1.005], [1.157, 0.285, -0.276], [-0.342, -0.167, -0.291], [2.397, 0.158, -0.402], [-1.013, -2.096, -0.624], [-0.486, -0.412, 2.762], [1.950, 0.963, -0.897], [-0.389, 1.059, 2.059], [0.559, 1.300, -1.707], [-1.922, -0.993, -1.282], [-1.756, 0.923, -1.178], [2.251, 1.393, 1.068], [-1.500, -1.197, 0.622], [-1.666, 1.831, -1.366], [-0.174, 0.148, 0.175], [0.053, 0.103, 0.034], [-0.317, 0.173, -0.359], [-0.199, -0.241, 0.081], [0.239, 0.139, 0.133], [0.263, 0.156, 0.305], [-0.065, 0.191, -0.003], [-0.202, -0.304, 0.095], [0.100, -0.277, 0.114], [-0.034, -0.344, -0.422], [-0.154, -0.295, 0.113], [-0.015, 0.051, 0.455], [0.021, -0.019, 0.140], [-0.153, 0.065, -0.205], [-0.040, -0.040, -0.269], [0.272, 0.163, -0.199], [0.434, 0.211, 0.215], [-0.128, -0.217, -0.469], [0.110, 0.021, 0.008], [-0.201, -0.171, -0.174], [-0.195, -0.127, -0.189], [0.301, 0.101, 0.442], [-0.087, -0.006, 0.146], [0.207, 0.050, 0.591], [0.036, 0.060, 0.213], [-0.188, -0.093, -0.178], [-0.135, -0.140, -0.198], [0.188, 0.126, -0.560], [0.025, 0.149, 0.053], [0.152, 0.516, 0.253], [-0.048, 0.227, 0.020], [0.028, -0.237, 0.139], [0.079, -0.242, 0.105], [-0.105, -0.400, -0.409], [0.013, 0.180, -0.331], [-0.412, -0.296, -0.278], [-0.009, 0.076, -0.157], [0.022, -0.252, 0.184], [0.022, -0.204, 0.165], [0.214, 0.395, 0.456], [-0.106, -0.171, 0.172], [-0.114, -0.137, 0.408], [-0.034, -0.075, 0.171], [-0.095, 0.080, -0.245], [-0.037, -0.016, -0.282], [0.370, 0.254, -0.203]],
  "fmax_ev_per_a": 2.94,
  "gap_ev": 5.4,
  "charge": -1,
  "homo_energy_ev": -3.34,
  "energy_ha": -1601.07630
}

Entry 3:
{
  "formula": "C12H43N15O8P",
  "method": "ωB97M-V with the def2-TZVPD basis set",
  "elements": ["C", "P", "C", "C", "O", "N", "C", "C", "H", "H", "H", "H", "H", "H", "H", "H", "H", "H", "H", "H", "H", "H", "H", "C", "O", "N", "N", "H", "H", "H", "H", "C", "O", "N", "N", "H", "H", "H", "H", "C", "O", "N", "N", "H", "H", "H", "H", "C", "O", "N", "N", "H", "H", "H", "H", "C", "O", "N", "N", "H", "H", "H", "H", "C", "O", "N", "N", "H", "H", "H", "H", "C", "O", "N", "N", "H", "H", "H", "H"],
  "xyz": [[1.4261, -4.7648, -3.7954], [2.0127, -3.0494, -3.0871], [2.5769, -1.4239, -2.2282], [2.7624, -1.5749, -0.5867], [2.7884, -2.7958, -0.0182], [2.9575, -0.3593, 0.2915], [2.0572, -0.3552, 1.5065], [4.4389, -0.4190, 0.7102], [1.2341, -5.4454, -2.8355], [2.2439, -5.1940, -4.5142], [0.3988, -4.5303, -4.3327], [2.8136, -2.7886, -4.2793], [3.1126, -3.7210, -2.4362], [1.1044, -3.2831, -1.9566], [0.9192, -2.3560, -3.7794], [1.8623, -0.5154, -2.4606], [3.6455, -1.1670, -2.6944], [2.6329, 0.2707, 2.3435], [1.8499, -1.4052, 1.9795], [1.0188, 0.1932, 1.3422], [5.0152, -0.7485, -0.2766], [4.5845, -1.3179, 1.4756], [4.8447, 0.6047, 1.1064], [1.7180, -3.5263, 4.1986], [1.7967, -2.3422, 3.9118], [1.6994, -4.4998, 3.2705], [1.6427, -3.9636, 5.4686], [1.6350, -5.4802, 3.4871], [1.7541, -4.2136, 2.3017], [1.6536, -3.2629, 6.1983], [1.5774, -4.9343, 5.7245], [-2.4474, 2.1028, 0.7042], [-3.6171, 2.4524, 0.6934], [-1.4616, 2.8764, 1.1934], [-2.0395, 0.9128, 0.2275], [-0.4927, 2.6060, 1.2108], [-1.7257, 3.7806, 1.5621], [-2.7503, 0.2998, -0.1501], [-1.0810, 0.6073, 0.2278], [-2.3940, 4.2097, 4.5761], [-1.2672, 4.3158, 4.1181], [-2.9596, 5.1590, 5.3431], [-3.1707, 3.1339, 4.3548], [-3.8861, 5.0896, 5.7293], [-2.4087, 5.9856, 5.5342], [-2.7826, 2.3957, 3.7820], [-4.1008, 3.0283, 4.7232], [-4.7323, -0.5101, -2.3817], [-3.5209, -0.6108, -2.2681], [-5.4624, -1.3403, -3.1480], [-5.4455, 0.4402, -1.7509], [-6.4606, -1.2732, -3.2542], [-4.9643, -2.0702, -3.6404], [-4.9341, 1.0862, -1.1637], [-6.4433, 0.5391, -1.8321], [-4.8932, -4.5845, -1.3212], [-5.9429, -4.7243, -1.9289], [-4.2120, -3.4247, -1.3035], [-4.3238, -5.5779, -0.6151], [-3.3462, -3.2903, -0.8091], [-4.6062, -2.6511, -1.8226], [-4.8044, -6.4680, -0.6023], [-3.4600, -5.4820, -0.1084], [-0.8707, 6.2013, -1.0536], [-0.0852, 6.5403, -0.1825], [-1.6159, 5.0848, -0.9663], [-1.0612, 6.9137, -2.1786], [-2.2680, 4.7890, -1.6731], [-1.5030, 4.5194, -0.1351], [-0.5196, 7.7617, -2.2840], [-1.7034, 6.6507, -2.9070], [6.8163, 2.1600, -1.0746], [6.9765, 1.0932, -0.5028], [5.6249, 2.7818, -1.1334], [7.8167, 2.8091, -1.6971], [5.4732, 3.6604, -1.5995], [4.8449, 2.3269, -0.6774], [8.7303, 2.3751, -1.6766], [7.7042, 3.6881, -2.1732]],
  "atomic_forces_ev_per_a": [[-0.706, -0.528, 0.043], [-0.961, -0.862, -0.075], [1.300, 1.987, 1.411], [0.033, -5.403, 1.202], [-0.251, 7.047, -2.772], [0.250, -0.962, 0.230], [0.102, 0.288, 1.538], [0.211, -1.332, -0.764], [0.445, 1.145, -2.205], [-1.642, 0.482, 1.200], [1.960, -0.850, 0.816], [0.549, 0.125, -0.138], [0.306, -0.153, 0.157], [-0.059, -0.032, 0.254], [-0.254, 0.305, -0.002], [1.372, -1.556, 0.654], [-2.038, -0.317, 1.178], [-1.340, -1.284, -1.766], [0.501, 2.015, -1.096], [2.090, -1.058, -0.036], [-0.963, 1.022, 2.237], [-0.171, 2.018, -1.325], [-0.921, -2.043, -0.734], [0.088, 0.614, -0.690], [-0.071, -0.054, 0.363], [-0.075, -0.595, -1.086], [-0.091, -0.075, 1.825], [0.038, 0.232, -0.039], [0.112, -0.056, 0.088], [0.004, -0.310, -0.303], [0.027, 0.207, -0.085], [0.284, -0.679, -0.247], [-0.849, 0.298, -0.097], [0.472, 1.192, 0.485], [-0.274, -0.833, -0.209], [-0.095, 0.017, 0.087], [0.218, -0.382, 0.394], [0.370, 0.067, -0.178], [-0.083, 0.019, -0.070], [0.653, -0.216, -0.395], [0.049, 0.105, -0.057], [-0.268, 1.401, 0.899], [-0.394, -1.231, -0.355], [0.201, -0.004, -0.106], [-0.238, -0.329, -0.085], [-0.198, 0.258, 0.128], [0.188, 0.038, -0.133], [0.420, 0.569, -0.068], [0.128, -0.130, 0.226], [-0.329, -1.022, -0.988], [-0.305, 1.029, 0.757], [0.194, -0.092, 0.072], [-0.243, 0.247, -0.043], [-0.168, -0.023, -0.004], [0.210, -0.057, 0.023], [-0.082, 0.418, -0.205], [-0.447, -0.117, -0.238], [0.148, 0.924, -0.054], [0.152, -1.485, 0.731], [-0.059, -0.012, -0.213], [0.306, -0.476, 0.421], [0.248, 0.370, -0.016], [-0.120, 0.015, -0.169], [0.296, -0.217, 0.680], [0.107, 0.138, 0.048], [-0.485, -0.809, 0.354], [0.107, 1.282, -1.239], [0.122, 0.022, 0.157], [-0.053, 0.043, -0.529], [-0.234, -0.369, 0.020], [0.144, 0.018, 0.166], [-0.223, -0.886, 0.511], [0.223, 0.149, -0.050], [-1.303, 0.361, 0.225], [1.586, 0.500, -0.643], [0.019, -0.211, 0.086], [0.157, 0.097, -0.225], [-0.396, 0.183, -0.029], [-0.003, -0.200, 0.093]],
  "fmax_ev_per_a": 7.58,
  "gap_ev": 5.2,
  "charge": -1,
  "homo_energy_ev": -3.11,
  "energy_ha": -2247.70692
}